Record 1
{"formula": "C20H24BrN2O4PRuS2", "method": "wB97M-V/def2-TZVPD", "elements": ["Ru", "O", "C", "C", "C", "C", "C", "C", "C", "O", "N", "N", "C", "C", "Br", "C", "C", "C", "C", "C", "C", "C", "H", "H", "H", "H", "H", "H", "H", "H", "H", "H", "H", "H", "H", "H", "C", "C", "O", "P", "S", "S", "O", "C", "C", "H", "H", "H", "H", "H", "H", "H", "H", "H", "H"], "positions_angstrom": [[0.59938, 1.03235, 0.88684], [-2.93196, 1.22483, 2.07912], [-3.03605, 0.50480, 3.22757], [-4.29361, 0.40800, 3.81078], [-4.46297, -0.31036, 4.98022], [-3.38298, -0.93080, 5.59572], [-2.13239, -0.83667, 5.01376], [-1.94440, -0.14066, 3.82301], [-0.59162, -0.18106, 3.16835], [-0.17090, 1.05440, 2.58596], [-0.57527, -1.20244, 2.14477], [0.36343, -1.03787, 1.20373], [0.75828, -1.96712, 0.41497], [1.80022, -1.68873, -0.55964], [2.62684, 0.03672, -0.32988], [2.26266, -2.46123, -1.54092], [1.82960, -3.84057, -1.82509], [1.59274, -4.20571, -3.14980], [1.17486, -5.48979, -3.45562], [1.01596, -6.42860, -2.44515], [1.28563, -6.08302, -1.12851], [1.69122, -4.79461, -0.81792], [-2.02013, 1.52908, 1.97883], [-5.12135, 0.91681, 3.33545], [-5.44703, -0.37329, 5.42585], [-3.51579, -1.47551, 6.51980], [-1.27799, -1.31291, 5.48221], [0.16918, -0.40435, 3.92472], [-1.26834, -1.93157, 2.07815], [0.33791, -2.96579, 0.46491], [3.00554, -2.04011, -2.21009], [1.72569, -3.47668, -3.93989], [0.98153, -5.76110, -4.48453], [0.69996, -7.43455, -2.68615], [1.19547, -6.82194, -0.34372], [1.95069, -4.54563, 0.20407], [-2.00685, 3.74986, -3.63675], [-0.89317, 4.58606, -3.06037], [-0.73035, 4.29193, -1.63307], [0.26606, 3.26791, -1.02199], [0.42835, 3.43273, 0.96802], [-0.35717, 1.28678, -1.20542], [1.59583, 3.54204, -1.81062], [2.95773, 3.37223, -1.33051], [3.71836, 4.64729, -1.58631], [-2.15321, 4.02341, -4.68217], [-2.93785, 3.92435, -3.10003], [-1.76957, 2.68645, -3.59454], [-1.12096, 5.64795, -3.08631], [0.06001, 4.41762, -3.55880], [3.37505, 2.53579, -1.88928], [2.92338, 3.13398, -0.26655], [3.72869, 4.88551, -2.64879], [4.74826, 4.52609, -1.24889], [3.27339, 5.47768, -1.03950]], "forces_ev_per_angstrom": [[0.470, -0.211, -0.033], [0.016, 0.000, -0.051], [0.045, -0.078, 0.122], [0.034, 0.020, -0.025], [-0.021, -0.011, 0.022], [-0.012, -0.011, 0.022], [0.033, 0.000, -0.005], [-0.062, 0.103, -0.145], [-0.133, 0.095, 0.171], [-0.294, 0.074, 0.068], [0.016, -0.067, -0.110], [-0.170, -0.002, -0.530], [0.081, 0.067, 0.094], [-0.079, 0.005, 0.051], [0.063, 0.113, 0.086], [-0.044, -0.087, -0.057], [0.013, 0.064, 0.008], [-0.014, -0.002, -0.026], [0.000, 0.002, 0.005], [0.003, 0.005, 0.005], [0.000, 0.003, -0.008], [0.009, -0.022, 0.025], [-0.014, 0.018, 0.008], [0.002, 0.000, -0.001], [0.003, 0.000, -0.001], [0.003, 0.002, -0.001], [-0.007, 0.000, 0.003], [-0.022, -0.001, 0.033], [0.018, -0.024, 0.025], [0.035, -0.011, 0.021], [0.008, -0.010, 0.003], [-0.002, -0.002, 0.001], [0.000, -0.002, 0.001], [0.001, 0.001, 0.000], [0.000, 0.000, 0.000], [-0.003, 0.001, -0.003], [0.001, 0.004, -0.014], [0.024, -0.015, 0.047], [-0.097, -0.011, -0.039], [-0.310, -0.306, 0.631], [0.184, -0.037, -0.583], [0.247, 0.377, 0.372], [0.021, -0.066, -0.166], [-0.054, 0.014, -0.058], [0.012, 0.013, 0.031], [-0.005, -0.003, 0.003], [0.000, -0.007, 0.002], [-0.003, 0.000, -0.008], [-0.011, 0.002, -0.009], [0.002, 0.011, -0.001], [0.005, -0.020, 0.016], [0.009, 0.007, 0.012], [-0.002, 0.004, 0.000], [0.001, 0.002, -0.012], [-0.001, -0.003, 0.002]], "e_lumo_ha": [-0.1580, -0.1625], "s_squared": 0.76, "multiplicity": 2, "homo_ev": [-10.91, -10.91], "total_charge": 1, "homo_lumo_gap_ha": [0.2430, 0.2386], "e_above_lowest_kcal_mol": 0.0}

***

Record 2
{"formula": "C20H24BrN3O2", "method": "wB97M-V/def2-TZVPD", "elements": ["C", "H", "H", "H", "C", "C", "C", "C", "C", "C", "C", "H", "Br", "O", "C", "C", "O", "N", "C", "H", "H", "C", "N", "C", "N", "C", "C", "C", "C", "H", "H", "H", "H", "C", "H", "H", "C", "H", "H", "H", "H", "H", "H", "H", "H", "C", "H", "H", "H", "H"], "positions_angstrom": [[4.18595, -4.83258, 0.08265], [4.32304, -4.86753, -0.99594], [4.79311, -4.02295, 0.47973], [4.54211, -5.76831, 0.50717], [2.70897, -4.62523, 0.42635], [2.18590, -3.37460, -0.23507], [1.18649, -3.43836, -1.19520], [0.71511, -2.30624, -1.84009], [1.24975, -1.06239, -1.53493], [2.22812, -0.99787, -0.54154], [2.69798, -2.12420, 0.09608], [3.46242, -2.02094, 0.85011], [2.89228, 0.72336, -0.07417], [0.92236, 0.12259, -2.11871], [-0.12384, 0.15443, -3.06336], [-1.50888, -0.11821, -2.45945], [-2.20934, -1.00703, -2.91079], [-1.89635, 0.67471, -1.44531], [-3.16763, 0.42876, -0.78781], [-3.79129, 1.32520, -0.86633], [-3.65554, -0.40203, -1.29806], [-2.93081, 0.10860, 0.69175], [-2.17686, 1.17253, 1.32368], [-2.87412, 2.21667, 1.88265], [-4.19755, 2.05728, 1.96852], [-4.92420, 2.99059, 2.55560], [-4.39902, 4.15201, 3.08879], [-3.02192, 4.32514, 3.00847], [-2.24532, 3.35923, 2.40686], [-1.17630, 3.48688, 2.35871], [-2.55755, 5.21178, 3.41626], [-5.03295, 4.89160, 3.55012], [-5.98733, 2.78687, 2.58612], [-0.90638, 1.36302, 0.66605], [-0.31614, 2.13698, 1.15105], [-0.34997, 0.42187, 0.72738], [-1.12999, 1.72514, -0.81263], [-1.70908, 2.65616, -0.86395], [-0.17240, 1.87408, -1.30409], [-3.88406, 0.00785, 1.20765], [-2.35532, -0.81779, 0.78351], [0.04057, -0.57565, -3.86402], [-0.09677, 1.15905, -3.49576], [-0.07225, -2.40163, -2.57004], [0.75924, -4.39539, -1.45553], [2.50511, -4.57866, 1.94175], [2.82308, -5.51725, 2.38968], [1.45543, -4.42040, 2.17921], [3.08431, -3.77457, 2.38832], [2.14352, -5.47628, 0.03164]], "forces_ev_per_angstrom": [[-0.249, -0.138, -0.037], [0.079, 0.002, -0.084], [0.097, 0.103, 0.047], [0.102, -0.091, 0.052], [0.156, 0.053, 0.135], [-0.189, -0.152, -0.130], [0.157, 0.023, 0.138], [-0.101, 0.275, -0.169], [0.153, -0.054, 0.166], [0.007, 0.395, -0.008], [-0.104, 0.055, -0.102], [0.090, 0.031, 0.082], [0.083, -0.191, 0.078], [0.107, -0.075, 0.038], [-0.185, -0.172, -0.260], [0.346, 0.013, -0.205], [-0.058, -0.235, -0.263], [-0.208, 0.144, 0.179], [-0.252, -0.357, 0.215], [-0.004, -0.036, -0.009], [0.011, 0.140, 0.064], [-0.331, -0.143, -0.200], [0.100, -0.264, 0.087], [-0.207, 0.156, 0.281], [0.171, -0.219, -0.215], [-0.090, 0.323, 0.161], [-0.024, 0.036, 0.040], [-0.095, -0.122, -0.091], [0.065, 0.082, -0.058], [0.072, -0.012, -0.003], [0.047, 0.042, 0.027], [-0.081, 0.043, 0.038], [-0.097, 0.086, 0.063], [0.200, 0.276, -0.262], [0.010, -0.065, 0.012], [0.060, 0.103, -0.029], [0.358, 0.182, 0.250], [0.059, -0.024, 0.003], [-0.089, 0.013, 0.009], [0.150, -0.135, -0.109], [-0.025, 0.026, -0.036], [-0.103, 0.103, 0.137], [0.005, -0.124, 0.044], [-0.115, 0.028, -0.106], [-0.037, -0.119, -0.017], [-0.090, -0.146, -0.229], [0.048, -0.078, 0.109], [-0.076, 0.025, 0.086], [0.071, 0.108, 0.081], [0.006, 0.087, -0.004]], "e_lumo_ha": 0.0217, "homo_ev": -7.92, "smiles": "CC(C)c1ccc(OCC(=O)N2CCN(c3ccccn3)CC2)c(Br)c1", "total_charge": 0, "homo_lumo_gap_ha": 0.3127, "e_above_lowest_kcal_mol": 0.0}

***

Record 3
{"formula": "C20H24BrN3O3SeV", "method": "wB97M-V/def2-TZVPD", "elements": ["V", "C", "N", "C", "C", "O", "C", "O", "C", "C", "O", "N", "C", "C", "H", "H", "H", "H", "H", "H", "H", "H", "H", "H", "H", "H", "H", "H", "H", "H", "Br", "C", "C", "C", "C", "C", "C", "C", "C", "C", "C", "H", "H", "H", "H", "H", "H", "Se", "C", "N", "C", "H", "H"], "positions_angstrom": [[0.57774, 0.78800, 0.22819], [4.26316, -0.71942, 0.92996], [3.66982, -1.36994, -0.21433], [4.52535, -1.24317, -1.36931], [2.23045, -0.90275, -0.43016], [1.57248, -0.87018, 0.74322], [1.61876, -2.01022, -1.34650], [0.21079, -1.95718, -1.46035], [-0.50777, -2.73126, -0.53816], [-0.87902, -1.97196, 0.73000], [-1.13369, -0.77440, 0.70290], [-0.94772, -2.71106, 1.91847], [-1.29881, -1.94256, 3.09271], [-1.51617, -4.03477, 1.92234], [5.15803, -1.27832, 1.22459], [3.53329, -0.74067, 1.73588], [4.55092, 0.32914, 0.74137], [5.51671, -1.63405, -1.11287], [4.65020, -0.20029, -1.71491], [4.13093, -1.83375, -2.19669], [1.92813, -2.99147, -0.95353], [1.98596, -1.91038, -2.37501], [0.05464, -3.64811, -0.30242], [-1.44566, -2.99598, -1.05776], [-0.88265, -0.94411, 2.98374], [-0.87401, -2.41869, 3.97910], [-2.38704, -1.85834, 3.21283], [-1.06648, -4.66609, 1.15874], [-2.60487, -4.00982, 1.75689], [-1.33259, -4.48608, 2.89962], [-1.31632, 1.79193, 2.41029], [-2.27749, 2.66750, 0.97724], [-3.25681, 3.55422, 1.39327], [-4.09741, 4.13956, 0.45664], [-3.98428, 3.78739, -0.86817], [-2.99860, 2.87158, -1.30031], [-2.95377, 2.46422, -2.64168], [-1.99790, 1.55429, -3.05679], [-1.02285, 1.12047, -2.17154], [-0.96414, 1.51123, -0.82834], [-2.04552, 2.32429, -0.37028], [-3.36455, 3.77618, 2.44453], [-4.84696, 4.85333, 0.77839], [-4.68164, 4.18150, -1.60052], [-3.69777, 2.85736, -3.32997], [-1.99145, 1.20277, -4.08609], [-0.26632, 0.43820, -2.54792], [2.46428, 4.88721, 1.64939], [1.71627, 3.38951, 1.11908], [1.21077, 2.40240, 0.74006], [2.10000, 0.46277, -1.06891], [2.97198, 1.08458, -0.82719], [1.99956, 0.41536, -2.15971]], "forces_ev_per_angstrom": [[-1.854, -2.428, 0.268], [-0.020, -0.063, 0.018], [-0.158, -0.269, 0.198], [-0.057, 0.064, 0.071], [0.934, -0.576, -1.516], [-0.321, -0.715, 1.291], [0.702, -0.023, 0.032], [-0.572, -0.065, 0.181], [0.201, 0.111, -0.428], [-0.157, 0.420, 0.428], [0.065, -1.511, 0.214], [-0.149, 0.585, -0.492], [0.103, 0.229, 0.026], [0.051, -0.139, -0.171], [0.096, 0.067, 0.070], [0.082, 0.062, 0.064], [-0.002, 0.022, 0.001], [0.019, -0.031, -0.066], [-0.036, -0.072, 0.023], [0.061, 0.021, -0.103], [-0.031, 0.046, 0.049], [-0.018, -0.020, 0.137], [-0.140, 0.134, 0.037], [0.112, -0.070, 0.287], [-0.074, -0.055, 0.085], [-0.022, -0.063, -0.017], [0.009, 0.065, 0.022], [0.007, -0.030, -0.002], [0.022, -0.057, 0.049], [0.011, -0.067, -0.067], [-0.191, 0.362, -0.299], [-0.339, 0.205, 0.495], [0.646, -0.494, 0.368], [-0.232, 0.122, -0.692], [-0.197, 0.103, 0.359], [-0.070, 0.094, 0.170], [-0.081, -0.132, -0.489], [-0.287, 0.264, -0.050], [0.079, -0.127, -0.052], [-0.384, 0.169, -0.403], [-0.306, 0.232, -0.266], [0.014, -0.003, 0.074], [-0.046, 0.004, 0.001], [0.022, 0.056, -0.040], [0.026, -0.002, 0.002], [-0.011, 0.038, -0.017], [0.017, 0.081, 0.043], [0.639, 1.265, 0.507], [-0.673, -1.180, -0.560], [1.683, 3.407, 1.299], [0.888, -0.212, -1.084], [-0.088, 0.088, -0.011], [0.028, 0.088, -0.043]], "e_lumo_ha": [0.1643, 0.1640], "s_squared": 3.80, "multiplicity": 4, "homo_ev": [1.64, -0.99], "total_charge": -2, "homo_lumo_gap_ha": [0.1040, 0.2003], "e_above_lowest_kcal_mol": 32.3}

***

Which energy belongs to each record? In order, -135878.487, -99737.869, -192816.301 eV.